# 1
ORCA calculation (the ωB97M-V functional and the def2-TZVPD basis) on C50H70CsGeN7OP3S as an isolated structure.

Values from the calculation:
energy relative to the best compared isomer or geometry (same formula, charge and spin)	0.0	kJ/mol
charge	0
DFT total energy	-5925.176018	Ha
multiplicity	2
F_max	0.6	eV/A
expectation value of S²	0.754

Geometry as XYZ:
```
134
C50H70CsGeN7OP3S | the Open Molecules 2025 dataset | the ωB97M-V functional and the def2-TZVPD basis
Cs 1.261 0.119 -1.704
C -2.191 -5.056 -0.140
C -2.053 -4.101 -1.327
C -3.312 -3.250 -1.446
P -0.524 -3.029 -1.346
C 0.115 -3.159 0.379
N -0.746 -2.441 1.304
Ge -1.028 -0.531 1.114
N -2.692 0.410 0.814
C -2.851 1.719 0.218
P -1.687 2.139 -1.162
C -2.574 1.577 -2.696
C -2.698 0.055 -2.659
C -3.921 2.226 -3.000
C -1.825 3.995 -1.229
C -3.100 4.619 -0.658
C -0.593 4.606 -0.561
C -3.797 -0.382 1.072
C -5.016 -0.418 0.399
C -5.974 -1.359 0.756
C -5.742 -2.277 1.766
C -4.547 -2.229 2.481
C -3.615 -1.272 2.154
N -2.361 -1.069 2.836
C -1.773 -2.234 3.438
C -2.011 -2.619 4.741
C -1.418 -3.773 5.236
C -0.589 -4.510 4.405
C -0.329 -4.115 3.101
C -0.923 -2.960 2.581
C -2.312 0.146 3.621
C -3.339 0.528 4.456
C -3.242 1.719 5.168
C -2.120 2.511 5.004
C -1.093 2.144 4.141
C -1.164 0.941 3.436
N -0.220 0.452 2.549
C 0.976 1.230 2.275
P 2.303 0.071 1.711
C 3.596 1.260 1.120
C 4.116 2.269 2.140
C 4.744 0.500 0.457
C 2.957 -0.637 3.305
C 2.666 0.167 4.571
C 2.457 -2.068 3.472
C 0.693 -4.077 -2.290
C 0.801 -5.547 -1.895
C 2.069 -3.412 -2.289
H -3.050 -5.713 -0.288
H -2.365 -4.495 0.781
H -1.315 -5.685 0.010
H -1.954 -4.690 -2.248
H -3.405 -2.564 -0.601
H -4.200 -3.886 -1.447
H -3.314 -2.659 -2.362
H 1.148 -2.783 0.402
H 0.153 -4.206 0.673
H -2.660 2.475 0.994
H -3.890 1.865 -0.087
H -1.879 1.843 -3.502
H -3.349 -0.268 -1.846
H -1.738 -0.442 -2.513
H -3.129 -0.316 -3.592
H -4.649 2.032 -2.208
H -4.334 1.810 -3.922
H -3.844 3.304 -3.131
H -1.773 4.216 -2.302
H -3.110 4.552 0.431
H -4.011 4.153 -1.029
H -3.139 5.681 -0.913
H -0.521 4.289 0.484
H -0.646 5.696 -0.571
H 0.322 4.298 -1.069
H -5.217 0.257 -0.423
H -6.910 -1.385 0.213
H -6.489 -3.019 2.012
H -4.351 -2.922 3.290
H -2.652 -2.009 5.365
H -1.597 -4.085 6.255
H -0.112 -5.407 4.781
H 0.368 -4.696 2.516
H -4.218 -0.100 4.535
H -4.039 2.023 5.832
H -2.038 3.447 5.543
H -0.251 2.809 4.014
H 1.287 1.757 3.178
H 0.826 1.995 1.496
H 3.077 1.811 0.326
H 4.675 1.770 2.934
H 3.312 2.844 2.604
H 4.797 2.976 1.659
H 5.306 -0.086 1.189
H 5.441 1.200 -0.009
H 4.393 -0.177 -0.324
H 4.043 -0.664 3.149
H 1.594 0.176 4.780
H 3.011 1.199 4.508
H 3.160 -0.297 5.428
H 1.375 -2.079 3.605
H 2.904 -2.529 4.357
H 2.696 -2.686 2.605
H 0.305 -4.022 -3.315
H 1.128 -5.658 -0.858
H 1.548 -6.044 -2.519
H -0.139 -6.083 -2.014
H 2.578 -3.545 -1.331
H 2.007 -2.344 -2.494
H 2.710 -3.831 -3.065
S 4.002 -0.549 -3.401
C 2.888 -0.826 -4.703
C 3.295 -1.555 -5.845
C 2.426 -1.768 -6.885
C 1.126 -1.265 -6.805
C 0.793 -0.578 -5.659
N 1.623 -0.357 -4.638
H 4.308 -1.931 -5.872
H 2.750 -2.322 -7.759
H 0.406 -1.405 -7.599
H -0.210 -0.174 -5.540
N 5.755 7.227 -2.280
C 5.622 6.169 -3.120
O 6.229 6.101 -4.168
C 4.677 5.075 -2.692
C 4.519 3.993 -3.543
C 3.663 2.963 -3.180
N 2.966 2.965 -2.044
C 3.119 4.009 -1.233
C 3.957 5.078 -1.501
H 6.386 7.960 -2.553
H 5.262 7.304 -1.412
H 5.070 3.957 -4.472
H 3.552 2.080 -3.799
H 2.546 3.994 -0.311
H 4.022 5.876 -0.775
```



# 2
ORCA calculation (the ωB97M-V functional and the def2-TZVPD basis) on C40H68FIN2O2SbSi3Zr as an isolated structure.

Values from the calculation:
energy relative to the best compared isomer or geometry (same formula, charge and spin)	134.7	kJ/mol
charge	+1
DFT total energy	-3378.324749	Ha
multiplicity	1
F_max	2.1	eV/A

Geometry as XYZ:
```
119
C40H68FIN2O2SbSi3Zr | the Open Molecules 2025 dataset | the ωB97M-V functional and the def2-TZVPD basis
Zr 0.124 0.544 0.131
C 1.518 1.306 2.186
C 1.198 -0.036 2.500
C 1.778 -0.848 1.465
C 2.467 0.040 0.583
C 2.375 1.369 1.063
C 3.456 2.443 0.917
C 4.194 2.461 2.270
C 4.486 2.078 -0.156
C 2.935 3.857 0.651
C 1.916 -2.374 1.328
C 2.704 -2.709 0.048
C 2.760 -2.961 2.471
C 0.550 -3.112 1.265
C 0.720 -0.380 3.917
C 1.988 -0.533 4.778
C -0.085 0.755 4.580
C -0.153 -1.638 4.019
H 1.303 2.152 2.819
H 3.147 -0.264 -0.197
H 4.488 1.451 2.561
H 3.565 2.880 3.057
H 5.094 3.073 2.196
H 5.014 1.158 0.103
H 5.227 2.877 -0.223
H 4.039 1.961 -1.142
H 2.090 4.105 1.295
H 2.642 3.987 -0.388
H 3.727 4.582 0.853
H 3.706 -2.279 0.072
H 2.194 -2.366 -0.855
H 2.822 -3.792 -0.014
H 3.735 -2.472 2.521
H 2.920 -4.024 2.281
H 2.280 -2.870 3.440
H -0.291 -2.424 1.234
H 0.407 -3.760 2.130
H 0.510 -3.750 0.382
H 2.516 0.421 4.839
H 2.682 -1.272 4.387
H 1.705 -0.830 5.790
H 0.485 1.682 4.656
H -0.328 0.448 5.598
H -1.021 0.953 4.071
H 0.400 -2.553 3.825
H -0.990 -1.582 3.325
H -0.557 -1.712 5.030
C -3.540 -1.386 2.314
C -3.282 0.081 2.518
N -4.106 0.738 3.296
C -3.906 2.041 3.521
C -2.892 2.765 2.948
C -2.835 4.247 3.250
O -1.567 4.707 3.703
C -1.978 2.106 2.070
C -1.069 2.995 1.374
N -0.301 2.794 0.345
C -0.052 3.881 -0.525
C -0.467 5.197 -0.276
C -0.308 6.205 -1.206
C 0.263 5.946 -2.443
C 0.696 4.662 -2.720
C 0.542 3.664 -1.771
I 1.360 1.798 -2.306
C -2.155 0.703 1.898
O -1.309 -0.076 1.264
H -4.573 -1.528 2.001
H -3.407 -1.920 3.256
H -2.870 -1.807 1.569
H -4.612 2.512 4.196
H -3.610 4.476 3.984
H -3.068 4.818 2.349
H -1.440 4.423 4.615
H -1.155 4.010 1.733
H -0.918 5.464 0.670
H -0.651 7.202 -0.965
H 0.381 6.729 -3.179
H 1.158 4.429 -3.669
F -1.354 1.103 -0.987
C -3.880 -0.730 -1.399
Si -2.755 -0.553 -2.906
C -2.710 1.223 -3.557
C -3.381 -1.580 -4.365
Sb -0.474 -1.541 -1.916
Si 0.787 -1.582 -4.235
C 2.635 -1.460 -3.820
C 0.246 -0.175 -5.379
C 0.532 -3.137 -5.273
Si -1.114 -4.084 -1.937
C 0.505 -5.061 -2.001
C -2.213 -4.635 -3.364
C -2.032 -4.517 -0.331
H -4.864 -0.286 -1.565
H -3.420 -0.219 -0.555
H -4.022 -1.782 -1.138
H -3.610 1.403 -4.150
H -1.845 1.407 -4.198
H -2.690 1.948 -2.746
H -4.273 -1.093 -4.767
H -3.658 -2.593 -4.080
H -2.645 -1.640 -5.169
H 2.885 -0.528 -3.309
H 3.228 -1.496 -4.737
H 2.952 -2.291 -3.187
H 0.276 0.804 -4.905
H -0.770 -0.350 -5.738
H 0.908 -0.147 -6.248
H 0.837 -4.049 -4.764
H 1.140 -3.040 -6.176
H -0.507 -3.247 -5.584
H 0.801 -5.281 -3.026
H 0.380 -6.018 -1.488
H 1.330 -4.528 -1.525
H -1.958 -4.158 -4.309
H -3.264 -4.441 -3.148
H -2.095 -5.714 -3.492
H -2.297 -3.635 0.255
H -1.428 -5.168 0.302
H -2.957 -5.048 -0.564
```



# 3
ORCA calculation (the ωB97M-V functional and the def2-TZVPD basis) on one molecule with the formula C8H8NO2P.

Values from the calculation:
energy relative to the best compared isomer or geometry (same formula, charge and spin)	350.5	kJ/mol
charge	0
DFT total energy	-856.116638	Ha
multiplicity	1
F_max	2.8	eV/A

Geometry as XYZ:
```
20
C8H8NO2P | the Open Molecules 2025 dataset | the ωB97M-V functional and the def2-TZVPD basis
C 2.157 0.271 1.707
C 1.474 0.067 2.904
C 1.494 0.555 0.516
C 0.138 -0.129 2.937
C 0.039 0.479 0.493
C -0.595 0.206 1.789
C -0.434 0.444 -1.905
C 0.022 -1.023 -2.132
N -0.643 0.576 -0.569
O -0.747 1.183 -2.809
O -1.900 0.347 1.968
P -3.378 0.578 1.311
H 3.248 0.347 1.936
H 2.186 -0.074 3.781
H 2.093 0.469 -0.441
H -0.405 -0.244 3.836
H 0.798 -1.443 -1.504
H 0.385 -1.170 -3.175
H -0.947 -1.526 -2.009
H -2.988 1.058 -0.042
```



# 4
ORCA calculation (the ωB97M-V functional and the def2-TZVPD basis) on a 9-piece molecular cluster, C57H127N5O9 overall.

Values from the calculation:
structure (SMILES)	CC1(C)CCCC(C)(C)N1O.CC1(C)CCCC(C)(C)N1O.CC1(C)CCCC(C)(C)N1O.CC1(C)CCCC(C)(C)N1O.CC1(C)CCCC(C)(C)N1O.CC(C)O.CC(C)O.CC(C)O.CC(C)O
energy relative to the best compared isomer or geometry (same formula, charge and spin)	508.7	kJ/mol
charge	0
DFT total energy	-3198.512520	Ha
multiplicity	1
F_max	3.0	eV/A

Geometry as XYZ:
```
198
C57H127N5O9 | the Open Molecules 2025 dataset | the ωB97M-V functional and the def2-TZVPD basis
C -3.027 14.373 30.430
C -1.791 13.737 29.697
C -2.342 13.348 28.305
C -2.476 14.496 27.310
C -1.222 15.222 27.147
C -0.691 15.726 28.484
N -0.657 14.596 29.431
O -0.032 14.903 30.614
C 0.707 16.279 28.223
C -1.558 16.939 28.878
C -1.334 12.460 30.357
H -2.703 15.040 31.229
H -3.783 13.677 30.793
H -3.501 15.146 29.824
H -1.747 12.601 27.779
H -3.314 12.867 28.424
H -3.300 15.169 27.546
H -2.825 14.175 26.329
H -1.286 15.936 26.326
H -0.442 14.587 26.727
H 1.158 16.676 29.132
H 1.412 15.560 27.807
H 0.781 17.049 27.454
H -2.634 16.772 28.830
H -1.349 17.153 29.926
H -1.412 17.825 28.260
H -0.428 12.078 29.886
H -2.040 11.697 30.031
H -1.127 12.522 31.425
H 0.650 14.228 30.581
C 4.439 10.643 14.890
C 4.790 12.085 14.575
C 6.280 12.114 14.018
C 6.412 11.539 12.633
C 5.464 12.278 11.625
C 3.939 12.289 12.125
N 3.841 12.725 13.534
O 2.528 12.723 14.031
C 3.247 13.376 11.206
C 3.411 10.840 11.857
C 4.813 13.043 15.857
H 5.197 9.938 14.550
H 3.506 10.263 14.473
H 4.306 10.416 15.947
H 6.639 13.143 14.034
H 6.979 11.589 14.669
H 6.180 10.474 12.654
H 7.448 11.581 12.296
H 5.475 11.854 10.620
H 5.868 13.290 11.593
H 3.480 13.256 10.148
H 2.173 13.486 11.360
H 3.471 14.418 11.433
H 3.766 10.510 10.880
H 3.830 10.111 12.551
H 2.340 10.855 12.055
H 5.440 12.664 16.664
H 3.812 13.216 16.251
H 5.330 13.974 15.624
H 2.396 13.671 14.112
C -6.251 10.991 15.322
C -6.476 11.874 14.032
C -7.259 13.151 14.578
C -7.412 14.295 13.565
C -6.137 14.625 12.961
C -5.301 13.401 12.328
N -5.218 12.280 13.361
O -4.402 11.235 12.906
C -5.809 13.044 10.930
C -3.921 14.000 12.140
C -7.360 11.046 13.009
H -7.222 10.833 15.791
H -5.662 11.504 16.082
H -5.696 10.102 15.022
H -8.184 12.804 15.038
H -6.782 13.581 15.458
H -7.901 15.162 14.010
H -8.094 13.965 12.782
H -5.491 15.043 13.733
H -6.267 15.455 12.267
H -5.091 12.292 10.603
H -6.819 12.637 10.885
H -5.668 13.899 10.270
H -3.434 14.295 13.070
H -3.301 13.192 11.751
H -3.978 14.858 11.470
H -8.104 11.621 12.457
H -7.892 10.157 13.347
H -6.696 10.612 12.262
H -3.681 11.209 13.541
C 2.161 9.676 24.397
C 3.436 10.319 24.959
C 3.085 10.642 26.480
C 4.310 10.894 27.350
C 5.176 9.636 27.292
C 5.668 9.348 25.881
N 4.579 9.411 24.905
O 4.886 9.043 23.573
C 6.851 10.274 25.479
C 6.175 7.886 26.017
C 3.776 11.713 24.282
H 2.218 9.755 23.311
H 1.287 10.286 24.624
H 2.075 8.648 24.749
H 2.678 11.653 26.522
H 2.390 9.978 26.994
H 3.899 11.002 28.354
H 4.904 11.773 27.098
H 4.866 8.762 27.865
H 6.040 9.976 27.864
H 7.500 10.608 26.287
H 7.340 9.907 24.576
H 6.530 11.248 25.109
H 6.840 7.742 26.869
H 5.407 7.113 26.061
H 6.743 7.642 25.120
H 4.192 12.347 25.065
H 2.943 12.175 23.752
H 4.628 11.541 23.625
H 4.475 8.180 23.479
C 6.619 17.890 20.658
C 6.208 18.827 21.842
C 7.462 19.676 22.321
C 7.798 20.865 21.407
C 6.567 21.734 21.040
C 5.360 20.843 20.572
N 5.112 19.752 21.487
O 3.945 19.004 21.269
C 4.186 21.836 20.706
C 5.576 20.562 19.049
C 5.803 17.886 23.066
H 7.160 18.377 19.847
H 5.762 17.394 20.203
H 7.306 17.122 21.014
H 7.304 20.064 23.327
H 8.325 19.019 22.427
H 8.082 20.361 20.483
H 8.688 21.396 21.743
H 6.818 22.423 20.234
H 6.310 22.322 21.921
H 4.348 22.692 20.051
H 3.231 21.387 20.434
H 3.904 22.298 21.652
H 5.494 21.459 18.435
H 6.560 20.099 18.980
H 4.803 19.881 18.691
H 6.599 17.222 23.403
H 4.888 17.314 22.917
H 5.565 18.554 23.894
H 3.774 18.858 22.202
C -5.169 20.095 25.016
C -4.840 20.302 23.552
C -4.310 21.670 23.050
O -3.898 19.323 23.224
H -5.967 20.758 25.350
H -4.206 20.309 25.481
H -5.437 19.063 25.239
H -5.706 20.068 22.934
H -3.233 21.809 23.135
H -4.883 22.539 23.373
H -4.431 21.645 21.967
H -3.243 19.298 23.925
C 0.423 20.937 15.123
C 1.665 21.244 14.254
C 1.981 20.003 13.471
O 1.243 22.334 13.436
H 0.292 21.764 15.821
H 0.519 20.071 15.779
H -0.454 20.713 14.516
H 2.525 21.521 14.864
H 1.187 19.831 12.743
H 2.046 19.139 14.133
H 2.990 20.056 13.063
H 1.965 22.715 12.931
C 0.075 8.155 16.941
C -0.879 9.309 16.985
C -0.643 10.173 18.279
O -0.707 10.071 15.843
H -0.204 7.499 17.766
H 1.097 8.461 17.164
H 0.076 7.604 16.001
H -1.930 9.025 17.047
H -0.575 9.627 19.220
H -1.424 10.932 18.324
H 0.234 10.803 18.126
H 0.058 10.637 15.966
C -2.129 15.789 17.877
C -1.096 16.237 18.845
C -1.115 15.482 20.115
O 0.147 16.083 18.238
H -1.973 14.782 17.490
H -2.228 16.554 17.108
H -3.121 15.802 18.329
H -1.283 17.296 19.029
H -0.301 15.700 20.806
H -1.201 14.416 19.908
H -2.079 15.568 20.617
H 0.862 16.244 18.858
```



# 5
ORCA calculation (the ωB97M-V functional and the def2-TZVPD basis) on a 2-piece molecular cluster, C4H12N3 overall.

Values from the calculation:
energy relative to the best compared isomer or geometry (same formula, charge and spin)	210.3	kJ/mol
charge	0
DFT total energy	-323.720107	Ha
multiplicity	2
F_max	0.8	eV/A
expectation value of S²	0.754

Geometry as XYZ:
```
19
C4H12N3 | the Open Molecules 2025 dataset | the ωB97M-V functional and the def2-TZVPD basis
C 0.645 1.989 1.562
N 0.465 0.756 0.790
C 1.615 0.032 0.535
N 1.672 -0.915 -0.306
H -0.325 2.353 1.884
H 1.231 1.779 2.453
H 1.164 2.763 0.995
H -0.150 0.883 -0.015
H 2.451 0.306 1.180
H 2.607 -1.310 -0.304
C -1.877 -0.488 -0.817
C -1.275 -0.058 -2.022
N -1.156 -1.427 0.062
H -2.886 -0.280 -0.513
H -1.833 0.607 -2.657
H -0.271 -0.354 -2.288
H -0.380 -1.870 -0.452
H -0.706 -0.900 0.816
H -1.792 -2.133 0.428
```